Entry 1:
DFT (ωB97M-V with the def2-TZVPD basis set) results for a cluster of 2 separate species, C12H18NOS in total at a distorted geometry.

Values from the calculation:
Net charge: +1
Relative energy (zero: lowest compared OMol25 entry of this formula, charge and spin) (kcal per mole): 40.4
HOMO (Ha): -0.4741
2S+1: 1

Element x y z (Å)
C  -2.7909  0.1692  3.1142
C  -1.8707  1.0508  2.6244
C  -2.8871  -1.0772  2.5658
C  -1.1696  0.6742  1.4964
C  -2.2362  -1.4820  1.4642
C  -1.3270  -0.5538  0.9021
C  3.0281  0.4098  -1.2944
C  2.3645  0.4043  0.0777
C  1.9819  0.1027  -2.4048
C  1.5025  -0.8237  0.3794
C  1.1683  -1.1499  -1.9807
C  -0.7481  -0.8448  -0.5007
N  0.5176  -0.9079  -0.6549
O  -1.5732  -1.2190  -1.5015
S  -1.0699  2.5995  -1.4139
H  -3.4414  0.2445  4.0024
H  -1.5468  1.9837  3.0875
H  -3.8150  -1.6080  2.8944
H  -0.5550  1.5266  0.9824
H  -2.3065  -2.4109  1.0507
H  3.5925  1.2106  -1.5415
H  3.7676  -0.3888  -1.4412
H  3.1472  0.4621  0.7164
H  1.7652  1.2507  0.1579
H  1.3383  0.9323  -2.4131
H  2.3983  -0.0493  -3.3827
H  1.9091  -1.8391  0.3644
H  1.0333  -0.8078  1.3670
H  0.4293  -1.2607  -2.6821
H  1.8731  -2.0188  -1.7072
H  -0.4727  3.5707  -0.7910
H  -2.4676  -1.4542  -1.1977
H  -1.5389  3.3044  -2.3400

Entry 2:
DFT (ωB97M-V with the def2-TZVPD basis set) results for an isolated molecule of C12H18O5.

Values from the calculation:
Net charge: 0
Relative energy (zero: lowest compared OMol25 entry of this formula, charge and spin) (kcal per mole): 25.3
HOMO (Ha): -0.3781
Structure (SMILES): C=CC(=O)OCCCCCC[C@H]1COC(=O)O1
2S+1: 1

Element x y z (Å)
C  1.9955  0.9811  1.7002
C  2.5382  1.6675  0.6941
C  3.6402  1.0898  -0.1375
O  4.7207  1.6170  -0.1386
O  3.4434  -0.0837  -0.7719
C  2.1559  -0.3632  -1.3415
C  1.6325  -1.7268  -0.8760
C  0.0944  -1.8527  -0.9381
C  -0.5584  -2.4166  0.3453
C  -1.7945  -1.6323  0.8204
C  -1.5276  -0.1333  1.0806
C  -2.4414  0.7892  0.2995
C  -2.1828  2.2787  0.4612
O  -2.6109  2.7948  -0.8062
C  -2.4631  1.8181  -1.7323
O  -2.4975  1.9822  -2.9112
O  -2.2749  0.6242  -1.1266
H  1.3277  1.4504  2.4150
H  2.2568  -0.0645  1.8427
H  2.2875  2.7064  0.5084
H  1.4394  0.4324  -1.1274
H  2.2945  -0.3758  -2.4269
H  2.0023  -1.8853  0.1419
H  2.1070  -2.4868  -1.5000
H  -0.1528  -2.5313  -1.7582
H  -0.3386  -0.8882  -1.2048
H  -0.8996  -3.4312  0.1270
H  0.1649  -2.4699  1.1638
H  -2.5959  -1.7546  0.0849
H  -2.1492  -2.0840  1.7515
H  -1.7037  0.1032  2.1358
H  -0.4842  0.1084  0.8554
H  -3.4814  0.5250  0.5227
H  -2.8217  2.7182  1.2259
H  -1.1225  2.4936  0.6206

Entry 3:
DFT (ωB97M-V with the def2-TZVPD basis set) results for a structure of composition C12H18O6Tl at a distorted geometry.

Values from the calculation:
Net charge: +3
Relative energy (zero: lowest compared OMol25 entry of this formula, charge and spin) (kcal per mole): 35.2
HOMO (Ha): -0.6162
2S+1: 1

Element x y z (Å)
Tl  -4.8508  -9.8379  16.5577
O  -1.1503  -8.1231  20.4648
C  -0.2348  -8.1242  21.3369
O  -0.4992  -7.7937  22.6062
C  0.6366  -7.5232  23.3359
C  1.6081  -8.3276  22.5870
C  1.2369  -8.3845  21.0736
H  0.5231  -7.8085  24.3818
H  0.8664  -6.4582  23.3045
H  1.4211  -9.3379  22.9507
H  2.6581  -8.1388  22.8106
H  1.5673  -9.2134  20.4475
H  1.5722  -7.4297  20.6685
O  0.6295  -10.0901  15.2244
C  1.8466  -10.0443  15.1408
O  2.5415  -11.1786  15.5110
C  3.8626  -11.1405  15.1439
C  3.9187  -9.8946  14.2448
C  2.7730  -8.9763  14.6994
H  4.0989  -11.9453  14.4477
H  4.3159  -11.2157  16.1323
H  3.8654  -10.1153  13.1787
H  4.8612  -9.3567  14.3478
H  2.5602  -8.2198  13.9440
H  3.0134  -8.4390  15.6167
O  -10.3866  -9.4245  16.0080
C  -11.4930  -8.8238  16.0296
O  -12.0992  -8.2070  14.9241
C  -13.3443  -7.7593  15.3084
C  -13.6582  -8.2769  16.7107
C  -12.3112  -8.6595  17.2573
H  -14.0927  -8.2207  14.6641
H  -13.5867  -6.7025  15.1972
H  -14.3297  -9.1333  16.7718
H  -14.1738  -7.5370  17.3229
H  -12.3236  -9.6380  17.7374
H  -12.1435  -7.8190  17.9308

Entry 4:
DFT (ωB97M-V with the def2-TZVPD basis set) results for an isolated molecule of C12H18O8.

Values from the calculation:
Net charge: 0
HOMO (Ha): -0.3812
Structure (SMILES): COC(=O)C(C(=O)OC)C(C)C(C(=O)OC)C(=O)OC
2S+1: 1

Element x y z (Å)
C  3.9046  1.9495  -1.2394
O  3.2237  1.2649  -0.1950
C  1.8947  1.3620  -0.1947
O  1.2742  2.0381  -0.9691
C  1.3256  0.5050  0.9274
C  1.5921  -0.9640  0.6032
O  1.9115  -1.3885  -0.4766
O  1.4428  -1.7041  1.6915
C  1.5238  -3.1155  1.5213
C  -0.1653  0.7557  1.2406
C  -0.3465  2.1742  1.7767
C  -1.0651  0.5280  0.0162
C  -2.5413  0.6142  0.3831
O  -2.9945  0.6262  1.4936
O  -3.2844  0.6434  -0.7253
C  -4.6936  0.6766  -0.5343
C  -0.8948  -0.8688  -0.5718
O  -0.9965  -1.8902  0.0600
O  -0.6618  -0.8081  -1.8714
C  -0.4248  -2.0430  -2.5379
H  4.9659  1.8268  -1.0411
H  3.6303  3.0064  -1.2403
H  3.6419  1.5137  -2.2047
H  1.9006  0.7230  1.8337
H  2.3912  -3.3743  0.9114
H  1.6099  -3.5377  2.5188
H  0.6135  -3.4660  1.0320
H  -0.4648  0.0389  2.0124
H  -1.3756  2.3244  2.0876
H  -0.0979  2.9042  1.0108
H  0.2962  2.3364  2.6387
H  -0.8485  1.2516  -0.7723
H  -5.1339  0.6741  -1.5277
H  -5.0186  -0.1967  0.0345
H  -4.9796  1.5783  0.0107
H  -0.4776  -1.8299  -3.6021
H  -1.1765  -2.7803  -2.2497
H  0.5674  -2.4093  -2.2675

Entry 5:
DFT (ωB97M-V with the def2-TZVPD basis set) results for a structure of composition C12H18RuSbSe4.

Values from the calculation:
Net charge: +1
HOMO (alpha / beta) (Ha): -0.4113 / -0.4109
2S+1: 1

Element x y z (Å)
Ru  -0.8855  -0.4562  -0.4397
C  1.8628  -2.3646  0.1818
C  1.2497  -0.9925  0.2449
C  0.4422  -0.6094  1.3659
C  0.2563  -1.5233  2.5450
C  -0.1184  0.7023  1.4365
C  -0.8167  1.1302  2.6981
C  -0.0543  1.5471  0.3083
C  -0.7982  2.8540  0.2914
C  0.7089  1.1414  -0.8330
C  0.8199  2.0396  -2.0312
C  1.4445  -0.0811  -0.8105
C  2.3718  -0.4150  -1.9477
H  2.8025  -2.3868  0.7392
H  2.0673  -2.6626  -0.8416
H  1.2022  -3.1128  0.6081
H  -0.7611  -1.4788  2.9259
H  0.9248  -1.2034  3.3489
H  0.4884  -2.5562  2.3181
H  -1.8362  0.7431  2.7549
H  -0.8611  2.2110  2.7815
H  -0.2758  0.7586  3.5662
H  -0.1199  3.6810  0.5146
H  -1.6032  2.8650  1.0184
H  -1.2433  3.0426  -0.6811
H  1.6798  2.7027  -1.8968
H  -0.0570  2.6627  -2.1645
H  0.9712  1.4743  -2.9457
H  1.8433  -0.9072  -2.7678
H  3.1702  -1.0732  -1.6188
H  2.8324  0.4863  -2.3442
Se  -4.6012  -3.8992  -1.0351
Sb  -3.9574  -1.8422  -1.8752
Se  -1.3058  -1.9044  -2.1305
Se  -4.7748  -0.2839  -3.3886
Se  -3.0682  -0.2892  0.1045

Entry 6:
DFT (ωB97M-V with the def2-TZVPD basis set) results for a structure of composition C12H19AlO7 at a distorted geometry.

Values from the calculation:
Net charge: +2
Relative energy (zero: lowest compared OMol25 entry of this formula, charge and spin) (kcal per mole): 65.0
HOMO (Ha): -0.5274
2S+1: 1

Element x y z (Å)
Al  -25.9616  -13.4313  -18.2375
O  -21.6447  -14.9398  -19.6811
H  -20.7557  -15.1716  -20.0136
O  -16.0765  -22.0117  -19.6193
C  -16.3515  -20.9947  -19.0027
O  -16.2982  -20.9506  -17.6623
C  -16.4325  -19.6283  -17.1915
C  -16.4314  -18.7064  -18.3845
C  -16.6446  -19.6262  -19.5867
H  -15.6254  -19.3429  -16.5168
H  -17.3695  -19.4607  -16.6603
H  -15.4487  -18.2520  -18.5104
H  -17.2152  -17.9494  -18.3570
H  -15.9127  -19.3472  -20.3447
H  -17.6615  -19.6826  -19.9751
O  -23.2070  -10.5228  -22.8836
C  -22.2306  -9.9285  -23.2776
O  -22.0133  -8.6779  -22.9411
C  -20.7094  -8.2236  -23.2807
C  -20.3390  -9.0828  -24.4747
C  -21.0777  -10.3819  -24.2764
H  -19.9834  -8.3452  -22.4769
H  -20.7035  -7.1984  -23.6508
H  -19.2616  -9.2409  -24.5211
H  -20.6406  -8.4952  -25.3418
H  -20.5000  -11.1634  -23.7828
H  -21.5598  -10.8115  -25.1545
O  -22.9136  -20.8683  -24.1960
C  -22.7401  -19.7196  -24.5189
O  -21.5973  -19.1418  -24.2928
C  -21.5452  -17.7424  -24.5817
C  -23.0357  -17.3864  -24.8939
C  -23.7568  -18.7286  -25.0654
H  -20.9910  -17.5452  -25.4994
H  -21.1786  -17.2190  -23.6987
H  -23.1084  -16.6365  -25.6815
H  -23.5174  -16.8798  -24.0576
H  -24.0479  -18.9844  -26.0843
H  -24.6432  -18.8187  -24.4375

Entry 7:
DFT (ωB97M-V with the def2-TZVPD basis set) results for a structure of composition C12H19BCaClF6KMgN4O at a distorted geometry.

Values from the calculation:
Net charge: +2
HOMO (Ha): -0.4030
2S+1: 1

Element x y z (Å)
C  -1.2426  2.5649  3.0967
C  -2.0850  1.7134  2.0332
C  -3.6080  2.0523  1.8157
C  -4.4332  1.1819  0.8075
C  -3.8436  0.0001  -0.0131
C  -2.3391  -0.3145  0.1943
C  -1.4735  0.5288  1.1945
C  0.0673  0.1690  1.3639
N  0.3389  -1.1023  2.0955
N  1.5067  -1.8223  1.9701
C  1.5146  -3.0217  2.8060
N  0.2396  -3.0720  3.5611
C  -0.4102  -1.8427  3.0755
N  -1.6318  -1.5077  3.5639
H  -0.2567  2.0330  3.3861
H  -0.9800  3.6174  2.7517
H  -1.8542  2.5962  4.0736
H  -4.0843  2.9118  2.4049
H  -5.5480  1.4366  0.6744
H  -4.5185  -0.5954  -0.7196
H  -1.8522  -1.1891  -0.3685
H  0.6517  1.0728  1.7772
H  0.4865  0.0176  0.2924
H  2.2897  -1.5170  1.3346
H  2.3211  -3.8180  2.9024
H  -2.4386  -2.0414  3.1872
H  -1.8291  -0.7658  4.2414
F  -3.5084  4.0011  0.5453
Ca  3.5451  -1.1387  0.2568
C  6.3968  0.2995  -4.3383
C  6.7070  -0.3611  -3.0122
O  5.5632  -1.0750  -2.5434
H  5.5524  0.9890  -4.2386
H  7.2816  0.8685  -4.7163
H  6.1135  -0.4458  -5.0863
H  6.9692  0.3885  -2.2630
H  7.5428  -1.0587  -3.1088
H  5.3426  -1.7425  -3.2084
B  -4.3893  0.2712  -3.4095
F  -4.3425  0.3091  -4.8258
F  -5.4740  -0.5525  -2.9788
F  -3.1542  -0.2547  -2.8992
F  -4.5746  1.6109  -2.8982
F  -7.0498  -1.3500  -4.2407
K  0.6144  -3.4706  5.7937
Cl  8.9793  0.6771  -5.1163
Mg  -3.1029  2.7487  -1.2148

Entry 8:
DFT (ωB97M-V with the def2-TZVPD basis set) results for a structure of composition C12H19Cl2N3OPb at a distorted geometry.

Values from the calculation:
Net charge: 0
Relative energy (zero: lowest compared OMol25 entry of this formula, charge and spin) (kcal per mole): 0.0
HOMO (alpha / beta) (Ha): -0.2449 / -0.2449
2S+1: 1

Element x y z (Å)
Pb  0.6430  0.0308  -0.2432
Cl  0.6774  -2.3901  -1.2064
Cl  1.7526  2.4843  0.1394
C  3.0114  -0.1033  -2.1063
H  3.4947  0.4657  -1.3090
H  3.4602  -1.0390  -2.4509
C  -1.2960  0.8686  -0.9644
C  1.8949  0.3760  -2.7153
H  -2.2112  0.8406  -0.3343
C  1.2166  -0.3965  -3.8196
H  1.4973  1.3808  -2.4875
C  -0.0710  0.2848  -4.3138
H  1.9239  -0.4981  -4.6629
H  1.0016  -1.4226  -3.4573
C  -1.2836  0.1007  -3.3856
H  0.1329  1.3519  -4.4806
H  -0.3406  -0.1659  -5.2750
C  -1.4747  1.2695  -2.3624
H  -2.1862  0.0853  -4.0140
H  -1.2090  -0.8558  -2.8472
H  -0.6812  2.0386  -2.4642
H  -2.4589  1.7511  -2.5590
C  0.0916  -2.6576  4.5426
N  -0.2224  -1.3769  3.9471
C  -0.7811  -0.4147  4.7122
C  -1.0780  0.8017  4.1564
C  -0.7922  0.9996  2.7773
N  -0.2161  0.0403  2.0538
C  0.1235  -1.1702  2.6016
O  0.7108  -2.0355  1.9491
N  -1.1165  2.1453  2.1536
H  0.5338  -3.2836  3.7746
H  -0.8104  -3.1344  4.9310
H  0.7961  -2.5399  5.3687
H  -0.9615  -0.6798  5.7482
H  -1.5197  1.6045  4.7138
H  -1.4844  2.9226  2.6866
H  -0.7676  2.3209  1.2031

Question: Look up the 2S+1 of the eighth one.
Answer: 1